# 1
# C11H12NO2

2 unconnected molecules or ions with the total composition C11H12NO2 in a non-equilibrium geometry (the ωB97M-V functional and the def2-TZVPD basis, the OMol25 dataset).

Last column: Mulliken charge in e.
Geometry (Å):
O1 -2.00 -3.07 -0.15  -0.7105
O2 -2.76 -3.15 1.99  -0.7173
N1 -0.38 0.19 -1.53  0.0085
C1 -0.42 -3.60 1.53  -0.7546
C2 2.13 1.56 1.43  -0.4173
C3 0.27 0.59 -0.39  -0.4736
C4 1.99 2.27 0.21  -0.9588
C5 0.84 3.68 -2.26  -1.4163
C6 -1.94 -3.26 1.08  0.6096
C7 0.46 2.30 -1.85  0.7006
C8 -0.32 1.27 -2.39  -1.0067
C9 1.26 0.46 1.87  -0.6992
C10 0.39 0.06 0.91  0.1339
C11 0.96 1.81 -0.59  1.0565
H1 1.53 3.51 -3.10  0.2613
H2 2.99 1.75 1.99  0.4070
H3 -0.04 4.13 -2.57  0.3941
H4 -0.58 -4.48 2.15  0.3512
H5 1.35 -0.01 2.85  0.4235
H6 -0.78 1.21 -3.33  0.4529
H7 -0.97 -0.65 -1.67  0.2702
H8 -0.04 -2.77 2.20  0.1064
H9 1.31 4.37 -1.56  0.3277
H10 0.09 -3.80 0.57  0.1967
H11 -0.43 -0.81 1.32  0.0676
H12 2.61 3.08 -0.06  0.3865

As for the total energy: -17186.89480 eV. Its LUMO energy is 2.93 eV. The value obtained for the relative energy (zero: lowest compared OMol25 entry of this formula, charge and spin) is 57.1 kcal per mole. As for the charge: -1.


# 2
# C11H12NO2

A gas-phase ion, C11H12NO2 (charge +1) in a non-equilibrium geometry (the ωB97M-V functional and the def2-TZVPD basis, the OMol25 dataset).

Last column: Mulliken charge in e.
Geometry (Å):
O1 1.13 0.19 2.64  -0.4828
O2 -1.43 2.14 0.32  -0.4434
N1 0.98 0.18 -0.94  -0.0427
C1 1.26 -0.07 1.50  0.2708
C2 0.28 0.27 0.36  1.0340
C3 -1.18 -0.18 0.28  -0.1750
C4 2.40 -0.18 -0.64  -0.7098
C5 -3.98 -0.53 0.11  -0.4460
C6 -0.08 2.02 0.65  -0.6143
C7 -2.00 0.89 0.20  0.0450
C8 2.52 -0.57 0.79  -0.5225
C9 -3.36 0.73 0.05  -0.4439
C10 -3.08 -1.66 0.11  -0.7077
C11 -1.68 -1.51 0.17  -0.4019
H1 2.69 -1.04 -1.31  0.3214
H2 0.90 1.10 -1.42  0.4527
H3 2.35 -1.64 0.89  0.3030
H4 -1.17 -2.53 0.29  0.2935
H5 0.45 -0.53 -1.65  0.4920
H6 0.03 1.95 1.72  0.4012
H7 -5.12 -0.59 0.06  0.3351
H8 2.93 0.64 -0.95  0.3735
H9 -3.47 -2.56 -0.25  0.4235
H10 3.54 -0.45 1.24  0.4185
H11 0.55 2.63 0.07  0.4374
H12 -3.95 1.66 -0.06  0.3883

As for the total energy: -17177.61807 eV. Its LUMO energy is -3.54 eV. The SMILES is O=C1CC[NH2+][C@]12COc1ccccc12. The value obtained for the relative energy (zero: lowest compared OMol25 entry of this formula, charge and spin) is 3.9 kcal per mole. As for the charge: +1.


- Among the records above, which one has the lowest relative energy (zero: lowest compared OMol25 entry of this formula, charge and spin)?
  number 2


Copy entry 1 word for word.
# C11H12NO2

2 unconnected molecules or ions with the total composition C11H12NO2 in a non-equilibrium geometry (the ωB97M-V functional and the def2-TZVPD basis, the OMol25 dataset).

Last column: Mulliken charge in e.
Geometry (Å):
O1 -2.00 -3.07 -0.15  -0.7105
O2 -2.76 -3.15 1.99  -0.7173
N1 -0.38 0.19 -1.53  0.0085
C1 -0.42 -3.60 1.53  -0.7546
C2 2.13 1.56 1.43  -0.4173
C3 0.27 0.59 -0.39  -0.4736
C4 1.99 2.27 0.21  -0.9588
C5 0.84 3.68 -2.26  -1.4163
C6 -1.94 -3.26 1.08  0.6096
C7 0.46 2.30 -1.85  0.7006
C8 -0.32 1.27 -2.39  -1.0067
C9 1.26 0.46 1.87  -0.6992
C10 0.39 0.06 0.91  0.1339
C11 0.96 1.81 -0.59  1.0565
H1 1.53 3.51 -3.10  0.2613
H2 2.99 1.75 1.99  0.4070
H3 -0.04 4.13 -2.57  0.3941
H4 -0.58 -4.48 2.15  0.3512
H5 1.35 -0.01 2.85  0.4235
H6 -0.78 1.21 -3.33  0.4529
H7 -0.97 -0.65 -1.67  0.2702
H8 -0.04 -2.77 2.20  0.1064
H9 1.31 4.37 -1.56  0.3277
H10 0.09 -3.80 0.57  0.1967
H11 -0.43 -0.81 1.32  0.0676
H12 2.61 3.08 -0.06  0.3865

As for the total energy: -17186.89480 eV. Its LUMO energy is 2.93 eV. The value obtained for the relative energy (zero: lowest compared OMol25 entry of this formula, charge and spin) is 57.1 kcal per mole. As for the charge: -1.